Computed, not measured: a structure of composition C8H4CoNO5S at a distorted geometry, with ωB97M-V/def2-TZVPD.

The geometry in XYZ format:
```
20
Properties=species:S:1:pos:R:3
Co 0.55687 0.04806 -0.52334
S -1.53719 1.22424 1.83767
O 3.25564 1.15594 -1.12715
O 0.36730 1.19821 5.39990
O 3.33479 -2.82896 -3.51237
O -0.06464 -0.88838 -3.18447
O 1.09965 -2.56418 0.81839
N -1.11449 0.39150 -0.60617
C 2.21226 0.72917 -0.87550
C 0.35021 -0.58150 -2.15012
C -0.45209 1.26042 0.38169
C 1.00669 -1.51574 0.34363
C 2.69570 -1.98390 -3.07717
C -0.09321 1.18759 4.36181
C -2.38454 0.04571 -0.30110
C -2.76131 0.39118 0.99929
H 0.60649 0.78272 0.58221
H -3.02736 -0.51279 -0.98188
H -0.35624 2.33233 0.12961
H -3.69454 0.12837 1.48507
```

Energy above the lowest of the compared OMol25 structures with the same formula, charge and spin in kJ/mol: 283.18
E_LUMO (spin up / spin down) in eV: -8.4 / -12.2
Largest force on an atom in hartree/bohr: 0.2030
Orbital gap (spin up / spin down) in Eh: 0.292 / 0.248
<S²>: 6.03
Total energy in Ha: -2518.20891
HOMO energy (spin up / spin down) in Ha: -0.599 / -0.696
Net charge: +2
Multiplicity: 5

---

Computed, not measured: the molecule C8H4F2INO at a distorted geometry, with ωB97M-V/def2-TZVPD.

The geometry in XYZ format:
```
17
Properties=species:S:1:pos:R:3
I -2.31361 1.43281 -2.68732
F 0.00538 2.31762 1.88424
F -0.70925 0.53184 2.75366
O -3.12802 1.22582 1.14990
N -0.95877 1.43062 -1.21451
C 0.28239 -0.62345 -1.72533
C -0.61202 1.17333 1.57084
C 1.03324 -0.63558 1.00241
C 0.06860 0.25908 0.51446
C 1.25265 -1.51107 -1.24815
C -0.26183 0.34487 -0.85088
C 1.56882 -1.54181 0.10367
C -2.00802 1.45774 1.01392
H 1.79336 -2.20321 -2.02545
H 1.42669 -0.81077 1.94519
H 2.39643 -2.20928 0.62475
H 0.16397 -0.63859 -2.81140
```

Energy above the lowest of the compared OMol25 structures with the same formula, charge and spin in kJ/mol: 0.00
E_LUMO (spin up / spin down) in eV: -1.6 / -0.9
Largest force on an atom in hartree/bohr: 0.0617
Orbital gap (spin up / spin down) in Eh: 0.230 / 0.264
Total energy in Ha: -934.52931
HOMO energy (spin up / spin down) in Ha: -0.288 / -0.298

---

Q: What is the energy above the lowest of the compared OMol25 structures with the same formula, charge and spin in the first record?
A: 283.18 kJ/mol

---

Q: What is the energy above the lowest of the compared OMol25 structures with the same formula, charge and spin in the second record?
A: 0.00 kJ/mol

---

Q: What is the total energy in the second record?
A: -934.52931 Ha

---

Q: Which value of largest force on an atom does entry 1 give?
A: 0.2030 hartree/bohr